# 1
{"formula": "C4H7BrMgN", "method": "wB97M-V/def2-TZVPD", "symbols": ["Mg", "Br", "C", "C", "C", "C", "N", "H", "H", "H", "H", "H", "H", "H"], "coordinates": [[5.3371, -2.3724, 0.4643], [4.2518, -0.2628, 0.4975], [0.3980, -0.3501, -0.9404], [-0.3268, 0.2186, 0.2755], [-1.8096, 0.4826, -0.0507], [-2.5214, 1.0073, 1.0998], [-3.0586, 1.4119, 2.0278], [0.0371, -1.3439, -1.2130], [1.4766, -0.4528, -0.7631], [0.3788, 0.2496, -1.8558], [0.1664, 1.1324, 0.6008], [-0.2344, -0.5243, 1.0699], [-2.3150, -0.4278, -0.3685], [-1.7801, 1.2316, -0.8441]], "forces_ev_per_a": [[-0.599, 1.186, 0.030], [0.631, -1.187, -0.007], [0.740, -0.174, -0.449], [0.088, -0.604, -0.433], [0.873, 0.204, 0.102], [-0.120, 0.166, 0.115], [-0.066, 0.047, 0.145], [-0.141, 0.025, 0.068], [-0.185, -0.080, 0.294], [-0.473, 0.223, 0.216], [-0.148, 0.100, 0.108], [-0.107, 0.188, 0.187], [0.055, 0.034, -0.268], [-0.546, -0.128, -0.108]], "lowdin_charge": [0.99, 0.04, -0.13, -0.26, -0.19, -0.24, 0.15, 0.08, 0.01, 0.08, 0.11, 0.11, 0.12, 0.12], "gap_ev": 5.11, "relative_energy_kj_mol": 31.6, "homo_ev": -13.240, "charge": 1, "total_energy_ev": -81231.3677}

***

# 2
{"formula": "C4H7BrN2", "method": "wB97M-V/def2-TZVPD", "symbols": ["C", "C", "C", "C", "N", "N", "Br", "H", "H", "H", "H", "H", "H", "H"], "coordinates": [[0.4416, -1.1915, -0.8588], [-0.0859, 1.3356, 0.7719], [0.1887, -2.6363, -1.3217], [-0.3309, 2.6516, 1.3540], [-0.2093, -0.1555, -1.1402], [-0.1362, 1.0097, -0.6538], [-0.0850, -0.0654, 2.1800], [1.4032, -1.0843, -0.2881], [0.6727, -2.8073, -2.3916], [-0.9372, -2.6156, -1.5718], [0.4785, -3.3685, -0.6153], [-0.8683, 3.2645, 0.6105], [-1.0186, 2.3364, 2.2176], [0.4868, 3.3266, 1.7073]], "forces_ev_per_a": [[2.964, -1.432, 0.791], [0.725, -3.628, -6.140], [-2.085, 2.632, -3.812], [-1.572, 0.922, 0.693], [-1.999, -2.775, -0.473], [0.880, 4.903, 7.315], [-0.006, 0.357, -1.013], [-0.748, 0.137, -0.184], [-0.600, 0.229, 2.357], [1.579, -0.680, 0.589], [0.253, -0.578, 0.626], [-0.044, -0.293, 0.341], [0.834, 1.421, -0.992], [-0.182, -1.214, -0.099]], "lowdin_charge": [-0.26, -0.62, -0.07, -0.19, -0.07, -0.01, 0.63, 0.11, 0.11, 0.09, 0.04, 0.08, 0.06, 0.09], "gap_ev": [8.61, 8.61], "relative_energy_kj_mol": 217.0, "smiles": "C/C=N/N=C(/C)Br", "homo_ev": [-8.451, -8.452], "charge": 0, "total_energy_ev": -77280.6949}

***

# 3
{"formula": "C4H7BrN3O", "method": "wB97M-V/def2-TZVPD", "symbols": ["C", "C", "C", "C", "N", "N", "N", "O", "Br", "H", "H", "H", "H", "H", "H", "H"], "coordinates": [[1.1835, -2.2349, -0.0419], [-1.1440, -1.8465, 0.0376], [1.6629, -0.7739, 0.0542], [0.4634, 0.0890, -0.0023], [-0.0150, -2.6422, -0.0163], [-0.7129, -0.4160, -0.0249], [0.6737, 1.3751, -0.1349], [-2.2989, -2.0056, -0.0376], [-5.3390, 0.3823, -0.2789], [1.8016, -3.0788, -0.2124], [2.2643, -0.6517, 0.9823], [2.2004, -0.7638, -0.8063], [-1.4031, 0.3263, -0.0221], [0.0006, 2.0925, -0.3120], [-6.6555, 0.4284, 0.3053], [1.6564, 1.6297, -0.3244]], "forces_ev_per_a": [[-1.483, 0.571, 0.667], [1.807, 2.329, -0.632], [-1.909, -2.783, 2.717], [1.686, 0.447, -0.546], [-1.231, -1.457, 0.054], [-1.590, 0.845, 0.612], [2.115, 0.542, -0.233], [-0.509, -1.226, 0.344], [-0.488, -0.011, 0.195], [1.628, -0.140, -0.003], [-0.235, 0.166, -0.758], [2.180, 1.101, -2.490], [-0.927, -0.635, -0.129], [-0.588, 0.134, 0.022], [0.516, 0.006, -0.200], [-0.973, 0.111, 0.380]], "lowdin_charge": [-0.02, -0.40, 0.00, -0.33, 0.17, 0.23, 0.24, 0.21, 0.27, 0.13, 0.17, 0.11, 0.18, 0.14, -0.26, 0.16], "gap_ev": 8.60, "relative_energy_kj_mol": 0.0, "homo_ev": -13.307, "charge": 1, "total_energy_ev": -80814.3638}